# 1
# C6H14NO

A gas-phase ion, C6H14NO (charge +1) at a distorted geometry (the ωB97M-V functional and the def2-TZVPD basis, OMol25).

Last column: Mulliken charge in e.
Positions of all 22 atoms, in Å:
C  -1.4080  2.8788  -1.8817  -1.2403
C  -0.6470  2.1620  -0.8108  -0.1721
C  -0.8445  0.9039  -0.4549  -0.2887
C  -0.1648  0.3103  0.7790  -0.6376
C  0.2009  -1.1514  0.6065  -0.0459
N  0.2843  -1.8660  1.9325  -0.2268
C  1.5591  -1.4188  -0.0750  -0.7766
O  1.7496  -2.8097  -0.1168  -0.5407
H  -1.6646  2.2248  -2.7130  0.3191
H  -2.3391  3.3063  -1.4866  0.3004
H  -0.9233  3.7970  -2.1798  0.3547
H  0.0714  2.7914  -0.2979  0.3368
H  -1.5676  0.2756  -0.9750  0.3083
H  -0.7555  0.5894  1.6447  0.3880
H  0.7889  0.8489  0.7869  0.3099
H  -0.5644  -1.6627  0.0219  0.3663
H  -0.6204  -2.1164  2.3318  0.3442
H  0.8178  -1.3186  2.6060  0.3626
H  0.8083  -2.7340  1.7868  0.3699
H  1.4696  -0.9069  -1.0368  0.4170
H  2.3762  -0.9219  0.4505  0.4003
H  1.3728  -3.1819  -0.9184  0.3511

total charge = +1
gap between HOMO and LUMO = 9.41 eV
multiplicity = 1
relative energy (zero: lowest compared OMol25 entry of this formula, charge and spin) = 19.8 kcal/mol
lowest unoccupied orbital energy = -3.359 eV



# 2
# C25H47ClP2Pt

A molecular structure, C25H47ClP2Pt at a distorted geometry (the ωB97M-V functional and the def2-TZVPD basis, OMol25).

Last column: Mulliken spin population.
Positions of all 76 atoms, in Å:
Pt  0.6273  -0.9896  -0.3418  0.3566
C  -2.8340  1.8569  0.4563  0.3568
C  -3.6115  1.1446  -0.5038  0.3248
C  -2.8730  -0.3667  1.0740  0.3207
C  -2.3817  0.9238  1.4357  0.3493
C  -3.6308  -0.2261  -0.1226  0.3265
C  -2.5993  3.3143  0.4812  0.0201
H  -2.5539  3.7247  -0.5368  0.0035
H  -1.6451  3.5494  0.9709  0.0059
H  -3.3916  3.8503  1.0321  0.0261
C  -1.6344  1.2721  2.6597  -0.0013
H  -0.7581  1.8990  2.4437  0.0099
H  -1.2618  0.3766  3.1635  -0.0019
H  -2.2673  1.8359  3.3656  0.0309
C  -2.6857  -1.6173  1.8335  0.1107
H  -3.5576  -1.8313  2.4745  0.0267
H  -1.8050  -1.5703  2.4819  -0.0230
H  -2.5460  -2.4754  1.1605  -0.0007
C  -4.3176  -1.3171  -0.8556  0.0033
H  -5.3311  -1.0089  -1.1446  0.0128
H  -4.3953  -2.2066  -0.2215  -0.0001
H  -3.7960  -1.6160  -1.7795  0.0252
C  -4.3183  1.7451  -1.6551  0.0346
H  -5.2488  2.2417  -1.3364  0.0232
H  -4.5966  0.9785  -2.3906  -0.0003
H  -3.7077  2.5014  -2.1695  0.0081
C  2.0349  0.2151  -1.1363  0.1023
C  0.7800  0.9472  -0.8833  0.0360
C  -0.1670  1.2933  -2.0165  0.0582
C  -0.9299  0.0707  -2.6103  0.0155
C  -0.5899  -1.2385  -1.9628  0.1386
C  0.6911  -1.8871  -2.1924  0.0255
C  1.6860  -1.2772  -3.1601  0.0323
C  2.4527  -0.0682  -2.5630  0.0313
H  0.3761  1.8367  -2.8016  0.0028
H  -0.7424  0.0162  -3.6852  -0.0065
H  -0.9247  1.9781  -1.6067  0.0021
H  2.2987  0.8404  -3.1653  0.0005
H  2.8541  0.3944  -0.4242  -0.0087
H  0.8354  1.6945  -0.0738  0.0095
H  3.5281  -0.2924  -2.5774  0.0076
H  2.4229  -2.0457  -3.4303  0.0004
H  0.7069  -2.9869  -2.1689  -0.0075
H  1.1621  -0.9740  -4.0742  0.0015
H  -2.0086  0.2438  -2.4990  -0.0045
H  -1.4533  -1.9122  -1.8475  0.0056
P  2.2903  3.3772  1.4445  0.0012
C  2.1957  4.3436  3.0032  0.0002
H  3.0784  4.9689  3.1548  0.0001
H  2.0955  3.6419  3.8415  0.0000
H  1.3079  4.9828  2.9643  0.0000
C  4.0372  2.8054  1.5119  -0.0004
H  4.7275  3.6357  1.6929  0.0003
H  4.2983  2.3346  0.5550  -0.0013
H  4.1586  2.0662  2.3149  0.0001
C  2.4480  4.6942  0.1760  0.0005
H  2.6921  4.2051  -0.7784  0.0000
H  3.2351  5.4053  0.4356  0.0001
H  1.4795  5.2104  0.1094  0.0006
P  1.2544  -4.0571  0.3693  0.7138
C  -0.2360  -4.9533  -0.1762  0.0639
H  -0.0525  -5.4584  -1.1318  0.0091
H  -1.0299  -4.2039  -0.3290  -0.0026
H  -0.5673  -5.6783  0.5703  0.0147
C  2.5902  -4.5740  -0.7480  0.0484
H  2.1934  -4.6875  -1.7675  -0.0022
H  3.0589  -5.4950  -0.4131  0.0280
H  3.3373  -3.7625  -0.7499  0.0041
C  1.6687  -4.5937  2.0526  0.0618
H  2.1349  -5.5744  2.0588  0.0305
H  0.7722  -4.6045  2.6877  -0.0040
H  2.3733  -3.8703  2.4865  0.0002
Cl  0.7644  -1.4218  2.9083  0.0514
C  1.5672  -0.7105  1.5088  0.1885
H  1.7043  0.3571  1.7303  -0.0008
H  2.5300  -1.2202  1.4209  0.0030

total charge = +2
<S²> = 6.009
gap between HOMO and LUMO (alpha / beta) = 5.92 / 3.76 eV
multiplicity = 5
relative energy (zero: lowest compared OMol25 entry of this formula, charge and spin) = 0.0 kcal/mol
lowest unoccupied orbital energy (alpha / beta) = -5.616 / -9.036 eV



# 3
# C3H11N4

A gas-phase ion, C3H11N4 (charge +1) at a distorted geometry (the ωB97M-V functional and the def2-TZVPD basis, OMol25).

Last column: Mulliken charge in e.
Positions of all 18 atoms, in Å:
H  2.5130  2.1382  0.0992  0.2750
N  1.6727  1.8536  0.5038  -0.7200
N  1.2892  0.7111  0.3054  0.6249
N  -0.0231  0.2550  0.7204  0.0286
C  -0.9711  1.3016  1.0230  -0.8190
C  -0.4085  -0.9640  0.0465  0.0168
C  -0.8267  -0.5067  -1.3150  -0.9672
N  0.7489  -1.8250  0.0761  -0.5780
H  1.6042  -0.1596  -0.1997  0.3393
H  -0.7882  1.8530  1.9253  0.3115
H  -0.7857  2.0238  0.1245  0.3144
H  -1.9916  1.0361  0.8431  0.3679
H  -1.0905  -1.5295  0.7397  0.3960
H  -0.7373  -1.4286  -1.9315  0.3639
H  -1.9453  -0.2492  -1.4127  0.3096
H  -0.1651  0.2702  -1.6165  0.3389
H  1.0773  -2.3311  -0.7227  0.2137
H  0.8279  -2.4488  0.7911  0.1837

total charge = +1
gap between HOMO and LUMO (alpha / beta) = 9.15 / 9.15 eV
multiplicity = 1
relative energy (zero: lowest compared OMol25 entry of this formula, charge and spin) = 105.6 kcal/mol
lowest unoccupied orbital energy (alpha / beta) = -4.954 / -4.955 eV



# 4
# CH4NOPS

A single CH4NOPS molecule at a distorted geometry (the ωB97M-V functional and the def2-TZVPD basis, OMol25).

Last column: Mulliken charge in e.
Positions of all 9 atoms, in Å:
O  -0.6041  0.6709  -1.4923  -0.4747
C  -0.0105  0.1218  -0.6200  0.4593
P  0.8543  -1.6044  -0.9241  -0.0136
N  0.4242  0.6384  0.5912  -0.3817
S  -0.1812  2.3035  1.0866  -0.1251
H  1.0427  -2.0745  0.3219  -0.0034
H  -0.4891  -2.0122  -1.0358  0.0596
H  0.4414  -0.0091  1.4277  0.3180
H  -1.4778  1.9656  0.6449  0.1616

total charge = 0
gap between HOMO and LUMO = 10.08 eV
multiplicity = 1
relative energy (zero: lowest compared OMol25 entry of this formula, charge and spin) = 11.5 kcal/mol
lowest unoccupied orbital energy = 0.372 eV



# 5
# C2HBrO

A single C2HBrO molecule at a distorted geometry (the ωB97M-V functional and the def2-TZVPD basis, OMol25).

Last column: Mulliken charge in e.
Positions of all 5 atoms, in Å:
Br  -1.7696  0.4053  1.3377  -0.0018
C  -0.4891  0.3874  0.0751  0.0579
C  0.4017  -0.4604  -0.4698  -0.0429
O  0.9312  0.6582  0.2629  -0.3675
H  0.9258  -0.9904  -1.2058  0.3544

total charge = 0
gap between HOMO and LUMO (alpha / beta) = 8.07 / 8.11 eV
multiplicity = 1
relative energy (zero: lowest compared OMol25 entry of this formula, charge and spin) = 85.2 kcal/mol
lowest unoccupied orbital energy (alpha / beta) = -0.222 / -0.306 eV



# 6
# C34H56Br2CaN4O2Si3Te

A molecular structure, C34H56Br2CaN4O2Si3Te at a distorted geometry (the ωB97M-V functional and the def2-TZVPD basis, OMol25).

Last column: Mulliken charge in e.
Positions of all 103 atoms, in Å:
Ca  9.8484  15.1467  11.3296  1.6739
C  11.3722  15.0018  14.6416  -1.4643
C  12.2282  14.1370  13.6632  0.3982
N  11.4398  13.0306  13.0437  1.3938
C  10.6278  12.2151  13.8552  -0.5140
C  9.3519  11.9282  13.1222  -1.4087
N  8.7145  13.1350  12.6591  0.2586
C  7.9856  13.8576  13.7269  -1.1790
C  8.8453  14.8002  14.6399  -0.9970
N  10.0858  15.3948  14.0254  -0.1408
H  11.9745  15.8992  14.7879  0.5697
H  11.1764  14.5017  15.5855  0.3839
H  13.1503  13.8513  14.1244  0.6926
H  12.5910  14.8130  12.8715  -0.7571
H  11.9035  12.5404  12.2715  -0.9109
H  10.3995  12.5960  14.8713  0.2767
H  10.9182  11.1601  14.0670  0.2673
H  9.6280  11.2704  12.3224  0.4495
H  8.6337  11.4059  13.7639  0.4619
H  7.9298  12.8850  12.0481  0.1420
H  7.5399  13.1321  14.3784  0.4992
H  7.1994  14.4836  13.3842  0.5407
H  9.1472  14.3064  15.5490  0.6184
H  8.1459  15.5654  14.8814  0.4849
H  10.1608  16.4205  13.9712  0.0862
C  7.7998  16.9341  8.9613  -0.8831
O  8.9098  16.0296  9.3500  -0.7277
Si  10.2427  15.8178  8.3244  0.1814
C  11.3786  17.3205  8.3544  -0.9627
C  9.5503  15.7068  6.6390  -1.2961
C  10.9123  14.3081  9.0166  0.9783
Si  9.8305  12.8244  8.5778  -0.0550
C  10.2702  11.3083  9.5027  -0.4447
C  8.0487  13.1838  9.0736  -0.2600
C  9.7934  12.0812  6.8172  -1.3242
Si  12.8144  14.0906  8.7275  -0.1976
C  13.3706  12.3066  9.2024  -0.4396
C  13.4016  14.6437  7.0783  -1.1041
C  13.6982  15.2171  10.0197  -0.3052
H  8.0660  17.4889  8.0372  0.3345
H  7.5867  17.5755  9.7969  0.1600
H  6.9519  16.2508  8.8087  0.2105
H  10.7819  18.2878  8.2668  0.2926
H  12.0982  17.3422  7.5909  0.5650
H  11.9105  17.2914  9.2954  -0.0408
H  10.2505  15.1381  6.0765  0.4456
H  9.4645  16.7039  6.1714  0.4131
H  8.6256  15.1314  6.5729  0.2771
H  9.4158  10.6765  9.4307  0.7431
H  10.5163  11.2758  10.5491  -0.5512
H  11.0329  10.7044  8.9868  0.1338
H  8.0131  13.7076  10.0406  -0.3000
H  7.4549  12.2602  9.0473  0.4917
H  7.3706  13.8549  8.4958  0.2638
H  10.7673  11.8836  6.4499  0.3885
H  9.2897  12.7399  6.0975  0.3439
H  9.1910  11.1394  6.8624  0.3333
H  12.7405  11.5210  8.7746  0.0658
H  13.3259  12.2865  10.2863  -0.2710
H  14.4014  11.9826  8.9619  0.5357
H  13.2870  13.8956  6.3086  0.3392
H  14.4650  14.8219  7.1745  0.4034
H  12.8545  15.5820  6.8492  0.1784
H  13.7392  14.7482  11.0224  0.1467
H  13.1135  16.1372  10.2764  -0.5191
H  14.7489  15.4821  9.7448  0.4245
C  12.5985  17.9994  12.3293  -1.1333
C  11.2361  18.6006  12.2514  0.9619
C  11.1367  19.9917  12.4799  -1.3060
C  9.9002  20.5644  12.4851  -0.9268
C  8.7417  19.7559  12.5534  0.3003
C  7.4131  20.1923  12.7829  0.2440
Br  7.1439  22.0579  13.0760  -0.2584
C  6.4046  19.3366  12.7960  -0.4844
C  6.6298  18.0095  12.4813  0.3059
Br  5.1816  16.8168  12.5499  -0.2350
C  7.8524  17.4223  12.2424  -0.8693
O  7.9952  16.1767  12.1066  -0.1539
C  8.9325  18.3909  12.3210  0.1405
N  10.1601  17.8152  12.1131  0.7750
H  12.9521  18.3521  13.2844  0.6857
H  13.2233  18.4358  11.5966  0.5155
H  12.5717  16.9116  12.2531  -0.5499
H  12.0285  20.5201  12.7210  0.5437
H  9.8192  21.6479  12.7212  0.2499
H  5.4495  19.8231  12.9754  0.3889
C  15.5571  9.2643  12.9377  -1.1851
Te  14.1557  10.7692  13.5419  0.1128
C  12.7849  9.8944  12.1656  0.2403
C  13.7627  9.0829  11.2169  0.2340
C  13.3718  8.8147  9.8566  -0.5159
C  14.3436  8.2519  9.0141  -0.7418
C  15.7107  8.2242  9.3319  -0.6067
C  16.0866  8.6630  10.5811  -0.6606
C  15.1449  9.0430  11.5291  0.8008
H  15.2732  8.4272  13.5622  0.3537
H  16.6452  9.5138  13.0681  0.4416
H  12.2111  10.5588  11.5448  -0.7563
H  12.2106  9.1804  12.7490  0.6988
H  12.2782  8.8219  9.6298  0.4367
H  14.1341  7.8745  8.0488  0.4399
H  16.3650  7.9700  8.5144  0.3878
H  17.1222  8.7238  10.8983  0.3318

total charge = 0
gap between HOMO and LUMO = 7.55 eV
multiplicity = 1
relative energy (zero: lowest compared OMol25 entry of this formula, charge and spin) = 0.0 kcal/mol
lowest unoccupied orbital energy = 0.213 eV



# 7
# C17H37FO12P2

3 unconnected molecules or ions with the total composition C17H37FO12P2 at a distorted geometry (the ωB97M-V functional and the def2-TZVPD basis, OMol25).

Last column: Mulliken charge in e.
Positions of all 69 atoms, in Å:
C  0.6752  -1.0519  3.1450  -0.8529
C  1.1848  -1.7863  1.9206  -0.3159
O  0.1203  -2.1193  1.0313  -0.4031
P  -0.2165  -1.2154  -0.3034  1.2209
O  1.1446  -0.8342  -0.7870  -0.8108
O  -0.5585  -2.3948  -1.3867  -0.3323
C  0.0992  -2.4587  -2.6513  -0.2414
C  1.2171  -3.4792  -2.6133  -1.2325
O  -1.8321  -1.2202  0.0062  -0.3418
C  -2.3467  -0.4354  1.0831  -0.2479
C  -2.0036  1.0343  0.9464  -0.8899
H  0.2432  -0.0859  2.8644  0.2262
H  1.4819  -0.8725  3.8470  0.2654
H  -0.1029  -1.6279  3.6484  0.2684
H  1.9580  -1.1963  1.4281  0.3034
H  1.6440  -2.7283  2.2264  0.3305
H  0.4677  -1.4794  -2.9556  0.3153
H  -0.6510  -2.7633  -3.3851  0.3803
H  1.9313  -3.2510  -1.8222  0.2868
H  1.7486  -3.5106  -3.5658  0.3839
H  0.8166  -4.4722  -2.4037  0.2923
H  -1.9965  -0.8388  2.0357  0.2180
H  -3.4301  -0.5589  1.0639  0.3488
H  -0.9180  1.1883  0.9627  0.3456
H  -2.4435  1.6106  1.7599  0.3875
H  -2.3742  1.4267  -0.0022  0.1338
C  -2.5369  0.3766  -3.4187  -0.6831
C  -2.0038  1.7944  -3.3345  -0.2893
O  -1.8710  2.3782  -4.6261  -0.3878
P  -3.0030  3.3999  -5.2326  1.1309
O  -3.5313  4.1510  -4.0616  -0.7862
O  -2.0765  4.5153  -5.9721  -0.3530
C  -2.2303  5.9087  -5.7021  -0.2923
C  -1.1744  6.3751  -4.7224  -1.0513
O  -3.1405  2.6387  -6.6709  -0.3974
C  -3.7717  1.3578  -6.7369  -0.1119
C  -5.1877  1.3774  -6.1983  -1.1175
H  -3.5519  0.3659  -3.8248  0.1253
H  -2.5614  -0.0855  -2.4294  0.1811
H  -1.9141  -0.2352  -4.0732  0.2214
H  -2.6394  2.3928  -2.6802  0.3960
H  -1.0050  1.7826  -2.8914  0.2623
H  -3.2328  6.1327  -5.3399  0.3305
H  -2.1064  6.4320  -6.6524  0.3431
H  -1.2141  5.7996  -3.7974  0.2712
H  -1.3049  7.4316  -4.4828  0.3721
H  -0.1778  6.2328  -5.1430  0.2753
H  -3.1593  0.6164  -6.2189  0.1641
H  -3.7874  1.0772  -7.7902  0.3263
H  -5.2027  1.6569  -5.1384  0.3424
H  -5.6523  0.3969  -6.3006  0.3685
H  -5.7903  2.1099  -6.7366  0.3293
O  7.0916  -3.0509  5.7151  -0.4821
C  6.7848  -2.4737  6.7207  0.2021
O  7.7401  -2.0993  7.6314  -0.4827
C  5.3441  -2.1457  7.0415  -0.1789
C  4.7237  -3.1683  8.0132  -0.4731
C  3.2176  -3.3178  7.8776  -0.5513
O  2.5070  -2.0735  7.9167  -0.3117
C  2.3124  -1.5211  6.7400  0.7285
O  2.1197  -2.0414  5.6848  -0.4661
F  2.2957  -0.1960  6.8314  -0.2371
H  7.7534  -1.1395  7.6930  0.3416
H  5.3326  -1.1652  7.5247  0.3078
H  4.7839  -2.0317  6.1192  0.2807
H  4.9646  -2.8759  9.0301  0.2410
H  5.1574  -4.1391  7.7811  0.3743
H  2.8747  -3.8829  8.7397  0.3446
H  2.9647  -3.9370  7.0225  0.3539

total charge = 0
gap between HOMO and LUMO = 10.04 eV
multiplicity = 1
relative energy (zero: lowest compared OMol25 entry of this formula, charge and spin) = 0.0 kcal/mol
lowest unoccupied orbital energy = -0.031 eV



# 8
# C4H6N4

A single C4H6N4 molecule at a distorted geometry (the ωB97M-V functional and the def2-TZVPD basis, OMol25).

Last column: Mulliken charge in e.
Positions of all 14 atoms, in Å:
C  0.9786  1.0873  0.1447  -0.3238
C  0.0893  2.0095  0.4320  -0.3961
C  0.5933  -0.1310  -0.7427  -0.7720
C  -1.5312  -1.0280  0.2638  -0.3449
N  -2.7618  -0.1808  0.5368  -0.1871
N  -2.6183  0.8612  -0.1601  -0.1944
N  -1.5248  0.9646  -0.8138  -0.1929
N  -0.8173  -0.2701  -0.7548  0.1279
H  1.9710  0.8727  0.1863  0.4343
H  -0.0205  2.9383  0.8656  0.4139
H  0.8914  0.0214  -1.7380  0.3374
H  1.0567  -0.9458  -0.3813  0.5269
H  -0.8517  -1.0911  1.1807  0.2531
H  -1.8729  -2.0066  0.0705  0.3177

total charge = 0
gap between HOMO and LUMO (alpha / beta) = 7.74 / 8.11 eV
multiplicity = 1
relative energy (zero: lowest compared OMol25 entry of this formula, charge and spin) = 167.2 kcal/mol
lowest unoccupied orbital energy (alpha / beta) = -0.785 / -0.341 eV